Entry from OMol25: 5 unconnected molecules or ions with the total composition C2H13NO4 at a distorted geometry (ωB97M-V/def2-TZVPD).

Each atom is followed by the atoms it is bonded to, with distances in Å.
CARTESIAN COORDINATES (ANGSTROEM)
1 H 2.863 -1.196 -1.512  O9 0.967
2 H -1.378 0.875 -0.790  C12 1.059
3 H -1.455 -1.059 3.325  O6 0.910
4 H -0.150 -0.834 2.668  O6 1.008
5 H 2.525 -1.198 3.538  O7 0.979
6 O -0.982 -1.400 2.626  H3 0.910, H4 1.008
7 O 1.892 -0.544 3.176  H5 0.979, H10 0.948
8 H 1.089 1.004 -4.038  C11 1.185
9 O 2.469 -0.737 -0.758  H1 0.967, H16 0.966
10 H 2.113 -0.538 2.255  O7 0.948
11 C 0.270 0.270 -3.597  H8 1.185, H15 1.097, N19 1.335
12 C -1.344 0.464 -1.766  H2 1.059, H13 1.132, H18 1.095, N19 1.497
13 H -1.766 1.262 -2.448  C12 1.132
14 H -1.679 1.792 1.699  O17 0.976
15 H -0.446 -0.025 -4.374  C11 1.097
16 H 1.761 -0.146 -1.041  O9 0.966
17 O -2.481 1.888 1.151  H14 0.976, H20 0.985
18 H -1.698 -0.562 -1.619  C12 1.095
19 N 0.040 0.227 -2.282  C11 1.335, C12 1.497
20 H -2.804 0.985 0.927  O17 0.985

Computed properties:
SMILES string   C=NC.O.O.O.O
Highest occupied orbital energy   -9.24 eV
DFT total energy   -439.60590 Eh
Max |F|   4.45 eV/Å
Kohn-Sham gap   0.344 Eh
Energy relative to the best compared isomer or geometry (same formula, charge and spin)   306.9 kJ/mol


Entry from OMol25: 4 unconnected molecules or ions with the total composition C2H13NO4 (ωB97M-V/def2-TZVPD).

Each atom is followed by the atoms it is bonded to, with distances in Å.
CARTESIAN COORDINATES (ANGSTROEM)
1 H 2.692 -1.040 -2.453  C14 1.099
2 H 0.932 -0.234 -0.738  C20 1.096
3 H 1.362 -1.320 0.625  C20 1.090
4 O -2.763 2.215 0.723  H7 0.961, H17 0.960
5 H -3.707 -1.780 1.419  O18 0.967
6 O -0.564 -1.512 -0.074  H10 0.970, C20 1.428
7 H -2.073 1.726 1.179  O4 0.961
8 N 1.337 -2.214 -1.278  C14 1.457, H19 1.011, C20 1.465
9 H 1.938 -2.402 -3.277  C14 1.093
10 H -0.738 -2.210 -0.724  O6 0.970
11 H 1.690 5.961 3.021  O16 0.963
12 H 0.987 5.914 1.679  O16 0.962
13 H -2.584 -2.775 1.546  O18 0.964
14 C 1.760 -1.617 -2.538  H1 1.099, N8 1.457, H9 1.093, H15 1.093
15 H 0.954 -0.974 -2.901  C14 1.093
16 O 1.640 5.446 2.209  H11 0.963, H12 0.962
17 H -2.501 3.138 0.701  O4 0.960
18 O -3.298 -2.379 2.058  H5 0.967, H13 0.964
19 H 2.118 -2.703 -0.862  N8 1.011
20 C 0.817 -1.239 -0.315  H2 1.096, H3 1.090, O6 1.428, N8 1.465

Computed properties:
SMILES string   CNCO.O.O.O
Highest occupied orbital energy   -9.73 eV
DFT total energy   -439.67640 Eh
Max |F|   0.71 eV/Å
Kohn-Sham gap   0.378 Eh
Energy relative to the best compared isomer or geometry (same formula, charge and spin)   121.8 kJ/mol


Entry from OMol25: 4 unconnected molecules or ions with the total composition C2H13NO4 (ωB97M-V/def2-TZVPD).

Each atom is followed by the atoms it is bonded to, with distances in Å.
CARTESIAN COORDINATES (ANGSTROEM)
1 H 0.144 -1.573 -0.704  N14 1.016
2 O -0.059 2.521 -0.776  H11 0.971, H16 0.972
3 H 0.447 -1.099 2.367  O5 0.974
4 H -0.638 -2.765 1.109  C17 1.096
5 O -0.382 -1.487 2.699  H3 0.974, C17 1.413
6 H 2.806 -0.385 1.517  O13 0.964
7 H 1.619 -0.365 0.527  O13 0.976
8 O 1.104 2.019 -3.943  H15 0.963, H19 0.965
9 H -2.112 -2.236 1.900  C17 1.088
10 H -0.517 -0.212 -1.229  N14 1.012
11 H -0.832 2.251 -0.253  O2 0.971
12 H -1.438 0.144 1.057  C18 1.101
13 O 1.849 -0.278 1.471  H6 0.964, H7 0.976
14 N -0.191 -0.668 -0.387  H1 1.016, H10 1.012, C18 1.463
15 H 1.650 2.737 -4.280  O8 0.963
16 H 0.554 2.688 -0.041  O2 0.972
17 C -1.129 -1.902 1.573  H4 1.096, O5 1.413, H9 1.088, C18 1.518
18 C -1.320 -0.816 0.531  H12 1.101, N14 1.463, C17 1.518, H20 1.099
19 H 0.715 2.373 -3.134  O8 0.965
20 H -2.271 -0.945 -0.005  C18 1.099

Computed properties:
SMILES string   NCCO.O.O.O
Highest occupied orbital energy   -9.73 eV
DFT total energy   -439.69786 Eh
Max |F|   0.99 eV/Å
Kohn-Sham gap   0.378 Eh
Energy relative to the best compared isomer or geometry (same formula, charge and spin)   65.4 kJ/mol